Record 1
Below is a cluster of 7 separate species, C59H86N7O in total in a non-equilibrium geometry, with properties calculated with ωB97M-V/def2-TZVPD.

The net charge is +1. As for the HOMO energy: -10.447 eV. Its HOMO-LUMO gap is 7.67 eV.

Last columns: bonded neighbours and bond lengths (Å).
CARTESIAN COORDINATES (ANGSTROEM)
1 C -8.4259 -0.2447 -1.2438  C2 1.213, H32 1.124
2 C -7.9802 -1.3570 -1.0555  C1 1.213, N3 1.478
3 N -7.4945 -2.7103 -1.3992  C2 1.478, C4 1.533, C15 1.508, H33 1.030
4 C -8.6434 -3.4131 -2.1319  N3 1.533, C5 1.630, H34 1.133, H35 1.137
5 C -8.3030 -3.4267 -3.7255  C4 1.630, C6 1.627, H36 1.123, H37 1.136
6 C -7.0863 -2.3463 -3.7438  C5 1.627, C7 1.584, C15 1.581, H38 1.141
7 C -6.2469 -2.2041 -5.0796  C6 1.584, C8 1.599, H39 1.139, H40 1.130
8 C -5.5800 -0.7515 -5.1202  C7 1.599, C9 1.593, H41 1.142, H42 1.140
9 C -6.2558 0.2690 -6.1392  C8 1.593, C10 1.610, H43 1.138, H44 1.124
10 C -6.7102 1.5446 -5.2678  C9 1.610, C11 1.597, H45 1.143, H46 1.139
11 C -7.5390 2.6255 -6.1017  C10 1.597, O12 1.436, H47 1.130, H48 1.127
12 O -7.5323 2.2505 -7.4883  C11 1.436, C13 1.436
13 C -8.8203 2.3608 -8.1128  O12 1.436, C14 1.607, H49 1.132, H50 1.129
14 C -8.9931 1.0644 -9.0474  C13 1.607, H51 1.128, H52 1.138, H53 1.129
15 C -6.3755 -2.8006 -2.4066  N3 1.508, C6 1.581, C16 1.581, H54 1.135
16 C -4.9460 -2.2487 -2.0171  C15 1.581, C17 1.589, H55 1.124, H56 1.142
17 C -3.8925 -3.3630 -1.6015  C16 1.589, C18 1.585, H57 1.144, H58 1.139
18 C -2.7311 -3.6044 -2.6520  C17 1.585, C19 1.586, H59 1.141, H60 1.138
19 C -1.8439 -2.3307 -2.9774  C18 1.586, C20 1.618, H61 1.133, H62 1.139
20 C -0.7303 -2.0942 -1.8277  C19 1.618, C21 1.592, H63 1.138, H64 1.127
21 C 0.1488 -0.8624 -2.3230  C20 1.592, C22 1.607, H65 1.137, H66 1.129
22 C 1.6345 -0.8634 -1.7095  C21 1.607, C23 1.592, H67 1.141, H68 1.126
23 C 2.2091 0.6088 -1.9005  C22 1.592, C24 1.618, H69 1.140, H70 1.136
24 C 3.3097 1.0189 -0.7877  C23 1.618, C25 1.590, H71 1.131, H72 1.140
25 C 4.4350 1.8453 -1.5484  C24 1.590, C26 1.591, H73 1.133, H74 1.141
26 C 5.0520 3.0667 -0.7364  C25 1.591, C27 1.589, H75 1.132, H76 1.140
27 C 4.9081 2.9658 0.8424  C26 1.589, C28 1.613, H77 1.142, H78 1.131
28 C 5.8509 4.1266 1.4468  C27 1.613, C29 1.590, H79 1.140, H80 1.128
29 C 6.0752 4.0005 3.0156  C28 1.590, C30 1.605, H81 1.137, H82 1.128
30 C 5.9012 5.4380 3.7079  C29 1.605, C31 1.609, H83 1.130, H84 1.133
31 C 5.7947 5.2436 5.3020  C30 1.609, H85 1.128, H86 1.133, H87 1.140
32 H -8.9570 0.7256 -1.4406  C1 1.124
33 H -7.2249 -3.0715 -0.4733  N3 1.030
34 H -9.6144 -2.8397 -2.0188  C4 1.133
35 H -8.6390 -4.4190 -1.6016  C4 1.137
36 H -9.2472 -3.1610 -4.2734  C5 1.123
37 H -8.0011 -4.5145 -3.8530  C5 1.136
38 H -7.6904 -1.3779 -3.7445  C6 1.141
39 H -7.0040 -2.2298 -5.9305  C7 1.139
40 H -5.4837 -3.0235 -5.2342  C7 1.130
41 H -5.6818 -0.3255 -4.0656  C8 1.142
42 H -4.4551 -0.8634 -5.2691  C8 1.140
43 H -5.4168 0.6645 -6.7985  C9 1.138
44 H -7.0979 -0.1588 -6.7487  C9 1.124
45 H -7.3168 1.2230 -4.3535  C10 1.143
46 H -5.7698 2.0194 -4.8355  C10 1.139
47 H -7.0033 3.6144 -5.9956  C11 1.130
48 H -8.5623 2.7201 -5.6385  C11 1.127
49 H -8.9409 3.2716 -8.7747  C13 1.132
50 H -9.6976 2.3429 -7.4028  C13 1.129
51 H -8.2383 1.0976 -9.8848  C14 1.128
52 H -10.0289 1.1569 -9.5109  C14 1.138
53 H -8.8963 0.1043 -8.4610  C14 1.129
54 H -6.2275 -3.9222 -2.5029  C15 1.135
55 H -4.4922 -1.5988 -2.8144  C16 1.124
56 H -5.0817 -1.5766 -1.1042  C16 1.142
57 H -4.4180 -4.3705 -1.4697  C17 1.144
58 H -3.4081 -3.1613 -0.5910  C17 1.139
59 H -2.0260 -4.3768 -2.1951  C18 1.141
60 H -3.0827 -4.0702 -3.6284  C18 1.138
61 H -2.4173 -1.3551 -3.0353  C19 1.133
62 H -1.3200 -2.4379 -3.9832  C19 1.139
63 H -1.3339 -1.8423 -0.8971  C20 1.138
64 H -0.1657 -3.0661 -1.7474  C20 1.127
65 H 0.1761 -0.7746 -3.4559  C21 1.137
66 H -0.3464 0.0791 -1.9438  C21 1.129
67 H 2.2401 -1.5298 -2.4095  C22 1.141
68 H 1.6722 -1.2504 -0.6528  C22 1.126
69 H 2.6511 0.6449 -2.9512  C23 1.140
70 H 1.4111 1.4173 -1.8869  C23 1.136
71 H 2.7336 1.6149 -0.0182  C24 1.131
72 H 3.7206 0.0911 -0.2693  C24 1.140
73 H 5.2033 1.1180 -1.9535  C25 1.133
74 H 3.9326 2.2940 -2.4698  C25 1.141
75 H 4.6453 4.0601 -1.0950  C26 1.132
76 H 6.1719 3.0966 -0.9486  C26 1.140
77 H 3.8517 3.2712 1.1499  C27 1.142
78 H 5.1895 1.9570 1.2682  C27 1.131
79 H 6.8616 3.9644 0.9454  C28 1.140
80 H 5.4834 5.1339 1.0967  C28 1.128
81 H 7.1647 3.7179 3.1743  C29 1.137
82 H 5.4155 3.2409 3.5251  C29 1.128
83 H 5.0149 6.0078 3.2995  C30 1.130
84 H 6.8187 6.0844 3.5502  C30 1.133
85 H 4.7802 4.7988 5.5138  C31 1.128
86 H 6.6467 4.5983 5.6779  C31 1.133
87 H 5.8062 6.2526 5.8336  C31 1.140
88 N 6.6603 -0.1953 0.8258  C89 1.340, C93 1.339
89 C 7.9509 -0.2194 0.4670  N88 1.340, C90 1.386, H94 1.085
90 C 8.8859 -1.0889 1.0064  C89 1.386, C91 1.386, H95 1.083
91 C 8.4650 -1.9842 1.9765  C90 1.386, C92 1.387, H96 1.084
92 C 7.1346 -1.9788 2.3675  C91 1.387, C93 1.386, H97 1.083
93 C 6.2784 -1.0714 1.7639  N88 1.339, C92 1.386, H98 1.086
94 H 8.2330 0.5020 -0.2931  C89 1.085
95 H 9.9170 -1.0661 0.6764  C90 1.083
96 H 9.1668 -2.6795 2.4234  C91 1.084
97 H 6.7702 -2.6633 3.1228  C92 1.083
98 H 5.2275 -1.0311 2.0340  C93 1.086
99 N -10.7195 -5.4485 1.2175  C100 1.337, C104 1.338
100 C -10.5610 -4.1676 0.8680  N99 1.337, C101 1.385, H105 1.086
101 C -11.5937 -3.2457 0.8215  C100 1.385, C102 1.387, H106 1.083
102 C -12.8699 -3.6748 1.1535  C101 1.387, C103 1.386, H107 1.084
103 C -13.0616 -4.9978 1.5178  C102 1.386, C104 1.386, H108 1.082
104 C -11.9596 -5.8390 1.5353  N99 1.338, C103 1.386, H109 1.085
105 H -9.5441 -3.8814 0.6143  C100 1.086
106 H -11.4053 -2.2189 0.5330  C101 1.083
107 H -13.7055 -2.9850 1.1287  C102 1.084
108 H -14.0431 -5.3687 1.7828  C103 1.082
109 H -12.0581 -6.8820 1.8170  C104 1.085
110 N 12.0713 -2.9617 0.5841  C111 1.339, C115 1.340
111 C 12.2798 -2.9308 -0.7385  N110 1.339, C112 1.385, H116 1.085
112 C 12.6161 -4.0433 -1.4921  C111 1.385, C113 1.385, H117 1.082
113 C 12.7489 -5.2590 -0.8417  C112 1.385, C114 1.385, H118 1.084
114 C 12.5411 -5.3190 0.5267  C113 1.385, C115 1.385, H119 1.082
115 C 12.2047 -4.1499 1.1889  N110 1.340, C114 1.385, H120 1.085
116 H 12.1665 -1.9560 -1.2022  C111 1.085
117 H 12.7696 -3.9601 -2.5604  C112 1.082
118 H 13.0112 -6.1521 -1.3963  C113 1.084
119 H 12.6364 -6.2518 1.0672  C114 1.082
120 H 12.0277 -4.1463 2.2599  C115 1.085
121 N 9.7363 -6.0291 -1.3933  C122 1.339, C126 1.339
122 C 9.0643 -4.9588 -0.9500  N121 1.339, C123 1.386, H127 1.086
123 C 7.8107 -4.5892 -1.4106  C122 1.386, C124 1.386, H128 1.083
124 C 7.2167 -5.3694 -2.3905  C123 1.386, C125 1.387, H129 1.084
125 C 7.8922 -6.4822 -2.8680  C124 1.387, C126 1.386, H130 1.083
126 C 9.1410 -6.7674 -2.3384  N121 1.339, C125 1.386, H131 1.085
127 H 9.5718 -4.3779 -0.1857  C122 1.086
128 H 7.3129 -3.7135 -1.0130  C123 1.083
129 H 6.2371 -5.1132 -2.7782  C124 1.084
130 H 7.4597 -7.1141 -3.6332  C125 1.083
131 H 9.7072 -7.6292 -2.6773  C126 1.085
132 N 2.6692 5.2218 6.9437  C133 1.340, C137 1.339
133 C 1.8701 4.2444 7.3921  N132 1.340, C134 1.386, H138 1.085
134 C 1.3947 4.1709 8.6923  C133 1.386, C135 1.385, H139 1.082
135 C 1.7702 5.1635 9.5828  C134 1.385, C136 1.386, H140 1.084
136 C 2.5984 6.1855 9.1451  C135 1.386, C137 1.386, H141 1.083
137 C 3.0162 6.1695 7.8240  N132 1.339, C136 1.386, H142 1.085
138 H 1.6069 3.4894 6.6584  C133 1.085
139 H 0.7486 3.3583 8.9989  C134 1.082
140 H 1.4207 5.1417 10.6088  C135 1.084
141 H 2.9120 6.9769 9.8141  C136 1.083
142 H 3.6621 6.9492 7.4334  C137 1.085
143 N -2.2503 7.0966 8.0904  C144 1.339, C148 1.339
144 C -3.0597 7.9504 8.7303  N143 1.339, C145 1.386, H149 1.085
145 C -2.6232 8.8691 9.6719  C144 1.386, C146 1.386, H150 1.082
146 C -1.2708 8.9056 9.9738  C145 1.386, C147 1.386, H151 1.084
147 C -0.4124 8.0304 9.3269  C146 1.386, C148 1.386, H152 1.082
148 C -0.9482 7.1525 8.3981  N143 1.339, C147 1.386, H153 1.085
149 H -4.1090 7.8816 8.4627  C144 1.085
150 H -3.3233 9.5377 10.1561  C145 1.082
151 H -0.8898 9.6088 10.7057  C146 1.084
152 H 0.6485 8.0301 9.5372  C147 1.082
153 H -0.3155 6.4515 7.8631  C148 1.085

Record 2
Below is a cluster of 9 separate species, C19H59N3O10 in total in a non-equilibrium geometry, with properties calculated with ωB97M-V/def2-TZVPD.

The net charge is +1. As for the HOMO energy (alpha / beta): -11.200 / -11.200 eV. As for the spin multiplicity: 2. Its HOMO-LUMO gap (alpha / beta) is 8.06 / 2.78 eV.

Last columns: bonded neighbours and bond lengths (Å).
CARTESIAN COORDINATES (ANGSTROEM)
1 C -22.6925 19.5631 -8.5433  C2 1.513, O4 1.469, H5 1.090, H6 1.090
2 C -24.0296 19.2355 -9.1711  C1 1.513, O3 1.356, H7 1.090, H8 1.090
3 O -24.6755 20.3438 -9.6099  C2 1.356, H9 0.960
4 O -21.7456 20.3595 -9.3344  C1 1.469, H10 0.960
5 H -22.2708 18.6017 -8.2499  C1 1.090
6 H -22.8059 20.1488 -7.6311  C1 1.090
7 H -24.6056 18.8652 -8.3230  C2 1.090
8 H -23.9692 18.4153 -9.8866  C2 1.090
9 H -23.9948 20.8234 -10.0875  O3 0.960
10 H -20.9044 20.0905 -8.9581  O4 0.960
11 C -24.5132 21.1901 -4.7741  O12 1.361, H13 1.090, H14 1.090, H15 1.090
12 O -25.5199 22.1022 -4.6987  C11 1.361, H16 0.960
13 H -24.1314 21.1930 -3.7531  C11 1.090
14 H -24.9398 20.2077 -4.9764  C11 1.090
15 H -23.6143 21.3350 -5.3733  C11 1.090
16 H -25.7773 22.6184 -5.4661  O12 0.960
17 C -25.9373 22.3990 -8.1074  O18 1.398, H19 1.090, H20 1.090, H21 1.090
18 O -26.7291 23.0949 -7.1891  C17 1.398, H22 0.960
19 H -26.2179 21.3642 -7.9114  C17 1.090
20 H -26.1235 22.6362 -9.1549  C17 1.090
21 H -24.8812 22.5649 -7.8946  C17 1.090
22 H -27.6374 22.8405 -7.3677  O18 0.960
23 C -22.9990 17.1635 -5.5430  O24 1.373, H25 1.090, H26 1.090, H27 1.090
24 O -24.1899 16.6467 -5.9906  C23 1.373, H28 0.960
25 H -23.2098 18.1527 -5.1366  C23 1.090
26 H -22.4934 16.6384 -4.7326  C23 1.090
27 H -22.3872 17.5656 -6.3505  C23 1.090
28 H -24.0653 15.7040 -6.1226  O24 0.960
29 C -18.6851 20.2866 -6.7211  O30 1.446, H31 1.090, H32 1.090, H33 1.090
30 O -19.5793 19.7775 -7.7365  C29 1.446, H34 0.960
31 H -19.3526 20.6730 -5.9508  C29 1.090
32 H -18.0748 19.5207 -6.2425  C29 1.090
33 H -18.0812 21.1265 -7.0645  C29 1.090
34 H -19.1282 19.0099 -8.0957  O30 0.960
35 C -22.5263 23.9315 -11.0563  O36 1.378, H37 1.090, H38 1.090, H39 1.090
36 O -21.2259 24.3036 -10.7907  C35 1.378, H40 0.960
37 H -22.7221 22.9573 -10.6082  C35 1.090
38 H -23.2683 24.5163 -10.5127  C35 1.090
39 H -22.7965 23.6241 -12.0666  C35 1.090
40 H -21.0222 24.3774 -9.8555  O36 0.960
41 C -24.3396 15.0344 -10.2642  C42 1.541, H47 1.090, H48 1.090, H49 1.090
42 C -24.9722 13.8480 -9.5109  C41 1.541, C43 1.551, N46 1.493, H50 1.090
43 C -26.0604 13.1583 -10.3750  C42 1.551, O44 1.416, H51 1.090, H52 1.090
44 O -26.9411 12.3840 -9.5810  C43 1.416, C45 1.440
45 C -28.1957 12.0137 -10.1825  O44 1.440, H53 1.090, H54 1.090, H55 1.090
46 N -23.9383 12.8131 -9.2137  C42 1.493, H56 1.010, H57 1.010
47 H -23.4058 15.4710 -9.9099  C41 1.090
48 H -25.0865 15.8144 -10.4115  C41 1.090
49 H -23.8168 14.7861 -11.1879  C41 1.090
50 H -25.3790 14.2470 -8.5817  C42 1.090
51 H -25.5842 12.5658 -11.1561  C43 1.090
52 H -26.6288 13.8920 -10.9466  C43 1.090
53 H -28.8411 12.8857 -10.2875  C45 1.090
54 H -28.7118 11.3090 -9.5304  C45 1.090
55 H -28.0279 11.6192 -11.1846  C45 1.090
56 H -23.4112 13.0410 -8.3828  N46 1.010
57 H -24.5823 12.1449 -8.8151  N46 1.010
58 C -25.6727 19.3415 -12.4033  C59 1.562, H64 1.090, H65 1.090, H66 1.090
59 C -26.1587 18.2169 -13.3719  C58 1.562, C60 1.546, N63 1.351, H67 1.090
60 C -26.2319 16.8141 -12.7266  C59 1.546, O61 1.459, H68 1.090, H69 1.090
61 O -27.0378 15.9301 -13.5624  C60 1.459, C62 1.427
62 C -26.2782 15.4527 -14.6717  O61 1.427, H70 1.090, H71 1.090, H72 1.090
63 N -27.3601 18.6443 -13.8176  C59 1.351, H73 1.010, H74 1.010
64 H -24.5900 19.4589 -12.3593  C58 1.090
65 H -26.1789 19.1905 -11.4499  C58 1.090
66 H -26.0551 20.2996 -12.7555  C58 1.090
67 H -25.5748 18.1302 -14.2882  C59 1.090
68 H -26.8106 16.8190 -11.8029  C60 1.090
69 H -25.2159 16.5035 -12.4830  C60 1.090
70 H -25.7640 16.2438 -15.2175  C62 1.090
71 H -26.9189 14.8458 -15.3115  C62 1.090
72 H -25.4484 14.8651 -14.2790  C62 1.090
73 H -27.2875 19.3647 -14.5216  N63 1.010
74 H -27.7811 17.8003 -14.1789  N63 1.010
75 C -17.0709 17.5447 -8.7330  C76 1.442, H81 1.090, H82 1.090, H83 1.090
76 C -18.1706 17.3998 -9.6548  C75 1.442, C77 1.557, N80 1.468, H84 1.090
77 C -17.8913 16.2877 -10.7083  C76 1.557, O78 1.362, H85 1.090, H86 1.090
78 O -16.9728 16.7133 -11.6190  C77 1.362, C79 1.419
79 C -16.4372 15.6037 -12.3236  O78 1.419, H87 1.090, H88 1.090, H89 1.090
80 N -19.4955 17.1947 -9.0558  C76 1.468, H90 1.010, H91 1.010
81 H -16.1307 17.5371 -9.2845  C75 1.090
82 H -17.1389 16.8003 -7.9398  C75 1.090
83 H -17.0150 18.5807 -8.3987  C75 1.090
84 H -18.1971 18.4055 -10.0742  C76 1.090
85 H -18.7818 16.1410 -11.3195  C77 1.090
86 H -17.6725 15.4633 -10.0296  C77 1.090
87 H -17.2426 14.9382 -12.6342  C79 1.090
88 H -15.7636 15.1057 -11.6263  C79 1.090
89 H -15.8879 16.0706 -13.1412  C79 1.090
90 H -20.1827 17.2773 -9.7913  N80 1.010
91 H -19.5650 16.2607 -8.6776  N80 1.010